Record 1
The following is a DFT calculation (wB97M-V/def2-TZVPD) of 2 unconnected molecules or ions with the total composition C2H7NO2.

Computed properties:
**Electronic energy**: -285.652896 Eh
**HOMO**: -10.0 eV
**Energy above the lowest of the compared OMol25 structures with the same formula, charge and spin**: 49.64 kJ/mol
**Frontier orbital gap**: 0.3816 Ha
**Structure (SMILES)**: CC(N)=O.O
**Net charge**: 0

Each line ends with the Löwdin charge.
Geometry (Å):
C 0.583 -0.910 1.113  -0.01
C 1.161 -0.009 0.039  -0.60
N 0.236 0.744 -0.631  0.15
O 2.341 0.059 -0.192  0.05
H 0.144 -0.297 1.900  0.08
H -0.147 -1.575 0.670  0.08
H 1.432 -1.448 1.516  0.08
H -0.727 0.651 -0.374  0.06
H 0.498 1.231 -1.466  0.11
O -3.346 -0.007 -0.409  -0.06
H -2.767 0.222 -1.144  0.02
H -3.062 0.578 0.311  0.04


Record 2
The following is a DFT calculation (wB97M-V/def2-TZVPD) of a molecular structure, C23H31AuN2O2S2Si at a distorted geometry.

Computed properties:
**Electronic energy**: -2376.472779 Eh
**HOMO (spin up / spin down)**: -7.3 / -7.6 eV
**Energy above the lowest of the compared OMol25 structures with the same formula, charge and spin**: 124.91 kJ/mol
**Frontier orbital gap (spin up / spin down)**: 0.2902 / 0.1799 Ha
**Net charge**: 0
**Spin multiplicity**: 3

Each line ends with the Löwdin charge.
Geometry (Å):
Au -0.107 -0.657 -0.130  0.86
C 3.084 -0.729 3.229  0.00
C 2.163 -1.157 2.117  -0.26
N 1.588 -0.251 1.416  -0.05
N 1.781 1.051 1.568  -0.04
C 0.994 1.747 2.354  -1.17
S -0.211 1.112 3.351  0.67
S 1.204 3.504 2.354  0.88
C 2.196 3.764 0.833  -0.41
C 1.347 3.790 -0.403  -0.31
C 0.500 4.864 -0.666  -0.06
C -0.254 4.896 -1.828  -0.10
C -0.189 3.842 -2.731  -0.10
C 0.631 2.757 -2.463  -0.08
C 1.400 2.735 -1.308  -0.06
C 1.965 -2.580 1.860  -0.12
C 3.051 -3.451 2.005  -0.05
C 2.923 -4.809 1.820  -0.10
C 1.663 -5.337 1.531  -0.09
C 0.576 -4.508 1.379  -0.03
C 0.684 -3.100 1.501  -0.40
O -0.366 -2.356 1.323  -0.20
H 2.574 -0.006 3.867  0.07
H 3.963 -0.230 2.814  0.10
H 3.390 -1.577 3.832  0.08
H 2.922 2.957 0.796  0.07
H 2.702 4.714 1.000  0.08
H 0.429 5.674 0.051  0.12
H -0.893 5.746 -2.032  0.11
H -0.783 3.867 -3.635  0.10
H 0.678 1.928 -3.158  0.10
H 2.049 1.890 -1.106  0.10
H 4.026 -3.035 2.236  0.11
H 3.785 -5.457 1.896  0.10
H 1.542 -6.407 1.418  0.10
H -0.405 -4.909 1.154  0.11
C -2.363 -3.047 -1.280  -0.21
Si -0.798 -2.160 -1.862  0.46
C -1.184 -1.173 -3.434  -0.23
C 0.533 -3.453 -2.229  -0.21
H -2.598 -3.902 -1.920  0.03
H -3.224 -2.375 -1.283  0.01
H -2.229 -3.405 -0.258  0.01
H -1.695 -1.808 -4.162  0.03
H -0.274 -0.787 -3.898  0.02
H -1.828 -0.321 -3.210  0.01
H 0.160 -4.183 -2.953  0.03
H 0.808 -3.992 -1.321  0.01
H 1.441 -3.006 -2.637  0.02
C -4.096 1.696 0.148  -0.15
C -3.098 2.568 0.911  -0.15
C -1.845 2.434 0.058  -0.19
O -1.900 1.122 -0.532  -0.26
C -3.211 0.560 -0.349  -0.21
H -4.519 2.251 -0.691  0.11
H -4.906 1.326 0.774  0.11
H -2.912 2.165 1.908  0.10
H -3.416 3.605 1.004  0.12
H -0.929 2.532 0.634  0.07
H -1.827 3.174 -0.748  0.11
H -3.152 -0.246 0.388  0.12
H -3.538 0.142 -1.303  0.11


Record 3
The following is a DFT calculation (wB97M-V/def2-TZVPD) of 2 unconnected molecules or ions with the total composition C16H26Cl2N2O6 at a distorted geometry.

Computed properties:
**Electronic energy**: -2106.518630 Eh
**HOMO**: -8.5 eV
**Frontier orbital gap**: 0.2811 Ha
**Structure (SMILES)**: CC(=O)N(C)C1=C([C@H](Cl)[C@H](C)Cl)C(=O)OC1=O.COCCNCCOC
**Net charge**: 0

Each line ends with the Löwdin charge.
Geometry (Å):
C 1.332 -2.954 3.275  0.01
C 2.137 -1.689 3.211  -0.47
O 3.122 -1.648 2.584  0.16
N 1.632 -0.502 3.908  -0.06
C 2.745 0.219 4.557  -0.01
C 0.879 0.180 2.947  -0.11
C -0.440 0.240 2.840  -0.08
C -1.561 -0.183 3.713  -0.62
Cl -1.069 -0.754 5.348  0.70
C -2.690 -1.015 3.102  -0.74
C -3.771 -1.268 4.143  -0.15
Cl -2.066 -2.561 2.483  0.68
C -0.708 0.790 1.473  -0.40
O -1.546 0.384 0.772  0.20
O 0.405 1.422 0.998  0.15
C 1.407 1.149 1.913  -0.35
O 2.307 1.879 2.069  0.21
H 0.507 -2.797 3.953  0.03
H 0.884 -3.139 2.312  0.07
H 1.928 -3.784 3.606  0.09
H 2.394 0.515 5.535  0.08
H 3.107 1.071 4.003  0.08
H 3.550 -0.475 4.739  0.09
H -2.043 0.748 3.984  0.11
H -3.163 -0.445 2.315  0.10
H -4.732 -1.413 3.667  0.08
H -3.853 -0.402 4.784  0.07
H -3.540 -2.113 4.773  0.06
C 1.666 -1.332 -5.136  -0.12
O 0.714 -1.304 -4.089  -0.20
C 1.236 -0.815 -2.857  -0.21
C 0.545 0.474 -2.465  -0.21
N 0.924 1.560 -3.363  -0.05
C 0.136 2.776 -3.181  -0.20
C -1.346 2.717 -3.539  -0.23
O -1.598 2.526 -4.920  -0.18
C -1.670 1.175 -5.340  -0.10
H 1.188 -1.781 -6.005  0.09
H 1.995 -0.322 -5.402  0.08
H 2.534 -1.939 -4.862  0.09
H 2.320 -0.680 -2.905  0.12
H 1.027 -1.572 -2.094  0.12
H 0.828 0.738 -1.445  0.11
H -0.538 0.292 -2.487  0.11
H 0.816 1.245 -4.318  0.07
H 0.596 3.548 -3.804  0.12
H 0.237 3.108 -2.143  0.12
H -1.778 3.690 -3.290  0.12
H -1.892 1.978 -2.939  0.11
H -2.068 0.523 -4.559  0.09
H -0.692 0.807 -5.664  0.07
H -2.338 1.132 -6.201  0.09


Record 4
The following is a DFT calculation (wB97M-V/def2-TZVPD) of C3H7N3 in the gas phase at a distorted geometry.

Computed properties:
**Electronic energy**: -282.589433 Eh
**HOMO**: -8.1 eV
**Energy above the lowest of the compared OMol25 structures with the same formula, charge and spin**: 485.24 kJ/mol
**Frontier orbital gap**: 0.3354 Ha
**Structure (SMILES)**: N/N=C\N1CC1
**Net charge**: 0

Each line ends with the Löwdin charge.
Geometry (Å):
N 0.964 1.882 0.945  -0.07
N 0.166 1.725 -0.089  -0.10
C -0.153 0.555 -0.691  -0.23
N 0.296 -0.802 -0.520  -0.06
C -0.915 -1.762 -0.671  -0.15
C -0.452 -1.520 0.749  -0.11
H 1.616 2.599 0.792  0.04
H 1.486 0.840 1.380  0.19
H -0.568 0.352 -1.660  0.09
H -1.896 -1.348 -0.936  0.11
H -0.419 -2.584 -1.027  0.06
H -1.230 -0.940 1.381  0.12
H 0.146 -2.199 1.400  0.09


Record 5
The following is a DFT calculation (wB97M-V/def2-TZVPD) of a molecular structure, CH3Br3N at a distorted geometry.

Computed properties:
**Electronic energy**: -7816.350972 Eh
**HOMO**: -14.4 eV
**Energy above the lowest of the compared OMol25 structures with the same formula, charge and spin**: 122.88 kJ/mol
**Frontier orbital gap**: 0.2693 Ha
**Net charge**: +1

Each line ends with the Löwdin charge.
Geometry (Å):
C -0.330 0.970 -1.008  -1.73
N 0.159 -0.900 0.999  0.00
Br -1.420 -0.118 -2.033  0.84
Br 1.466 1.029 -1.456  0.85
Br -1.081 2.155 0.090  0.92
H 0.373 -1.697 0.384  0.04
H 0.998 -0.289 1.075  0.01
H -0.164 -1.150 1.950  0.06


Record 6
The following is a DFT calculation (wB97M-V/def2-TZVPD) of a molecular structure, C15H17N3O4S at a distorted geometry.

Computed properties:
**Electronic energy**: -1444.940647 Eh
**HOMO**: -7.7 eV
**Energy above the lowest of the compared OMol25 structures with the same formula, charge and spin**: 865.36 kJ/mol
**Frontier orbital gap**: 0.2446 Ha
**Net charge**: 0

Each line ends with the Löwdin charge.
Geometry (Å):
C 4.077 -0.952 0.173  -0.08
C 3.488 -2.148 -0.266  -0.07
C 2.233 -2.525 0.218  -0.04
C 1.554 -1.683 1.102  -0.25
C 0.127 -1.958 1.501  -0.09
C -0.937 -1.561 0.445  -0.25
C -2.354 -1.823 0.900  -0.14
C -3.279 -0.853 0.177  -0.14
C -2.421 0.095 -0.651  -0.12
N -0.987 -0.226 -0.228  -0.13
C 2.194 -0.559 1.639  -0.07
C 3.433 -0.162 1.129  -0.07
H 5.042 -0.637 -0.231  0.11
H 4.005 -2.782 -0.990  0.11
H 1.758 -3.454 -0.119  0.12
H 0.030 -3.056 1.586  0.13
H -0.110 -1.549 2.498  0.13
H -0.699 -2.244 -0.401  0.15
H -2.591 -2.859 0.653  0.12
H -2.439 -1.690 1.981  0.12
H -3.977 -1.385 -0.474  0.11
H -3.834 -0.252 0.907  0.12
H -2.554 -0.003 -1.745  0.14
H -2.665 1.142 -0.427  0.08
H -0.342 -0.521 -1.406  0.04
H 1.669 0.031 2.397  0.12
H 3.880 0.765 1.495  0.11
O -1.201 5.526 -1.158  0.03
N -1.305 4.787 -0.146  -0.38
O -1.747 5.191 0.957  0.02
C -0.869 3.435 -0.272  -0.48
C -0.189 2.974 -1.394  0.02
C 0.182 1.646 -1.227  -0.15
N 0.478 0.881 -2.372  -0.27
O 0.292 -0.423 -2.276  0.07
O 0.801 1.338 -3.456  0.07
C -0.230 0.910 0.068  -0.43
S -1.107 2.284 1.011  1.03
H -0.057 3.584 -2.295  0.14
H 0.651 0.716 0.697  0.08


Record 7
The following is a DFT calculation (wB97M-V/def2-TZVPD) of C4H6OS in the gas phase at a distorted geometry.

Computed properties:
**Electronic energy**: -629.374372 Eh
**HOMO**: -8.6 eV
**Energy above the lowest of the compared OMol25 structures with the same formula, charge and spin**: 191.12 kJ/mol
**Frontier orbital gap**: 0.3530 Ha
**Structure (SMILES)**: C1O[C@H]2C[C@H]2S1
**Net charge**: 0

Each line ends with the Löwdin charge.
Geometry (Å):
C 1.179 0.976 0.026  -0.40
O -0.166 1.414 -0.210  -0.17
C -1.113 0.558 0.405  -0.35
C -1.667 -0.436 -0.512  -0.08
C -0.586 -0.824 0.463  -0.55
S 1.083 -0.888 -0.092  0.89
H 1.874 1.418 -0.715  0.09
H 1.607 1.239 1.006  0.08
H -1.563 1.158 1.215  0.16
H -1.291 -0.199 -1.489  0.11
H -2.602 -0.938 -0.472  0.10
H -0.902 -1.427 1.315  0.11


Record 8
The following is a DFT calculation (wB97M-V/def2-TZVPD) of 8 unconnected molecules or ions with the total composition C7H28ClO7 at a distorted geometry.

Computed properties:
**Electronic energy**: -1270.383458 Eh
**HOMO**: -6.8 eV
**Energy above the lowest of the compared OMol25 structures with the same formula, charge and spin**: 15.81 kJ/mol
**Frontier orbital gap**: 0.3706 Ha
**Net charge**: -1

Each line ends with the Löwdin charge.
Geometry (Å):
Cl -0.114 0.107 0.524  0.19
C 3.695 -1.069 -0.543  -0.16
O 2.471 -1.761 -0.777  -0.15
H 4.359 -1.226 -1.395  0.07
H 3.558 0.011 -0.475  0.05
H 4.189 -1.429 0.361  0.07
H 1.723 -1.205 -0.530  -0.03
C -0.196 -2.840 -2.273  -0.18
O -1.002 -1.700 -2.126  -0.16
H 0.580 -2.583 -2.998  0.08
H 0.268 -3.125 -1.328  0.05
H -0.802 -3.673 -2.631  0.07
H -0.669 -1.152 -1.404  -0.04
C -3.196 1.060 -2.034  -0.17
O -2.465 1.825 -1.094  -0.17
H -2.514 0.612 -2.760  0.07
H -3.691 0.259 -1.480  0.08
H -3.894 1.699 -2.573  0.07
H -1.808 1.257 -0.673  -0.05
C -3.194 1.800 2.547  -0.18
O -2.480 0.609 2.785  -0.15
H -3.951 1.676 1.768  0.07
H -3.733 2.049 3.462  0.07
H -2.495 2.585 2.254  0.08
H -1.760 0.548 2.144  -0.05
C 2.929 2.093 2.174  -0.18
O 1.990 1.207 2.772  -0.15
H 3.044 1.915 1.103  0.06
H 2.586 3.130 2.244  0.07
H 3.886 2.070 2.695  0.07
H 1.295 1.044 2.121  -0.05
C -0.986 -3.555 1.776  -0.18
O -1.257 -2.306 2.374  -0.15
H -1.894 -4.156 1.713  0.07
H -0.507 -3.481 0.797  0.06
H -0.227 -4.102 2.344  0.07
H -1.077 -1.628 1.708  -0.05
C 1.157 2.524 -2.320  -0.17
O 1.710 1.293 -1.923  -0.16
H 1.475 3.275 -1.590  0.07
H 1.551 2.855 -3.281  0.07
H 0.068 2.495 -2.389  0.07
H 1.377 0.997 -1.069  -0.05


Question: Among the records above, which one has the highest electronic energy?
Answer: C3H7N3


Question: Which formula does entry 1 have?
Answer: C2H7NO2


Please write out number 7 again, unchanged.
The following is a DFT calculation (wB97M-V/def2-TZVPD) of C4H6OS in the gas phase at a distorted geometry.

Computed properties:
**Electronic energy**: -629.374372 Eh
**HOMO**: -8.6 eV
**Energy above the lowest of the compared OMol25 structures with the same formula, charge and spin**: 191.12 kJ/mol
**Frontier orbital gap**: 0.3530 Ha
**Structure (SMILES)**: C1O[C@H]2C[C@H]2S1
**Net charge**: 0

Each line ends with the Löwdin charge.
Geometry (Å):
C 1.179 0.976 0.026  -0.40
O -0.166 1.414 -0.210  -0.17
C -1.113 0.558 0.405  -0.35
C -1.667 -0.436 -0.512  -0.08
C -0.586 -0.824 0.463  -0.55
S 1.083 -0.888 -0.092  0.89
H 1.874 1.418 -0.715  0.09
H 1.607 1.239 1.006  0.08
H -1.563 1.158 1.215  0.16
H -1.291 -0.199 -1.489  0.11
H -2.602 -0.938 -0.472  0.10
H -0.902 -1.427 1.315  0.11


What did the sixth record say?
The following is a DFT calculation (wB97M-V/def2-TZVPD) of a molecular structure, C15H17N3O4S at a distorted geometry.

Computed properties:
**Electronic energy**: -1444.940647 Eh
**HOMO**: -7.7 eV
**Energy above the lowest of the compared OMol25 structures with the same formula, charge and spin**: 865.36 kJ/mol
**Frontier orbital gap**: 0.2446 Ha
**Net charge**: 0

Each line ends with the Löwdin charge.
Geometry (Å):
C 4.077 -0.952 0.173  -0.08
C 3.488 -2.148 -0.266  -0.07
C 2.233 -2.525 0.218  -0.04
C 1.554 -1.683 1.102  -0.25
C 0.127 -1.958 1.501  -0.09
C -0.937 -1.561 0.445  -0.25
C -2.354 -1.823 0.900  -0.14
C -3.279 -0.853 0.177  -0.14
C -2.421 0.095 -0.651  -0.12
N -0.987 -0.226 -0.228  -0.13
C 2.194 -0.559 1.639  -0.07
C 3.433 -0.162 1.129  -0.07
H 5.042 -0.637 -0.231  0.11
H 4.005 -2.782 -0.990  0.11
H 1.758 -3.454 -0.119  0.12
H 0.030 -3.056 1.586  0.13
H -0.110 -1.549 2.498  0.13
H -0.699 -2.244 -0.401  0.15
H -2.591 -2.859 0.653  0.12
H -2.439 -1.690 1.981  0.12
H -3.977 -1.385 -0.474  0.11
H -3.834 -0.252 0.907  0.12
H -2.554 -0.003 -1.745  0.14
H -2.665 1.142 -0.427  0.08
H -0.342 -0.521 -1.406  0.04
H 1.669 0.031 2.397  0.12
H 3.880 0.765 1.495  0.11
O -1.201 5.526 -1.158  0.03
N -1.305 4.787 -0.146  -0.38
O -1.747 5.191 0.957  0.02
C -0.869 3.435 -0.272  -0.48
C -0.189 2.974 -1.394  0.02
C 0.182 1.646 -1.227  -0.15
N 0.478 0.881 -2.372  -0.27
O 0.292 -0.423 -2.276  0.07
O 0.801 1.338 -3.456  0.07
C -0.230 0.910 0.068  -0.43
S -1.107 2.284 1.011  1.03
H -0.057 3.584 -2.295  0.14
H 0.651 0.716 0.697  0.08